# 1
# C23H28F3OSi

A cluster of 2 separate species, C23H28F3OSi in total in a non-equilibrium geometry (ωB97M-V with the def2-TZVPD basis set, OMol25).

```
56
Properties=species:S:1:pos:R:3:forces:R:3
C -0.369 2.153 1.096 -0.074 0.043 -0.063
Si -1.096 0.722 0.145 0.398 -0.292 0.721
C -2.946 0.638 0.383 -0.270 0.059 -0.075
C -0.524 0.683 -1.626 -0.026 0.156 -0.336
O -0.418 -0.593 0.957 0.264 -0.041 -0.229
C -0.477 -1.928 0.793 -0.813 -0.122 -0.972
C -1.284 -2.551 -0.126 1.398 1.125 1.347
C -1.435 -4.037 -0.101 -0.172 -0.508 -0.128
C -0.305 -4.759 0.649 -0.013 -0.079 -0.120
C 0.060 -4.078 1.965 -0.174 -0.097 -0.071
C 0.492 -2.647 1.700 0.045 -0.010 -0.050
H -0.778 3.111 0.751 0.108 -0.137 0.070
H -0.587 2.056 2.169 0.001 0.008 -0.260
H 0.722 2.181 0.980 -0.225 -0.005 -0.002
H -3.477 0.168 -0.458 0.090 0.161 0.175
H -3.194 0.084 1.302 0.122 0.199 -0.245
H -3.314 1.670 0.497 -0.081 -0.334 -0.074
H -1.317 1.031 -2.301 0.166 -0.002 0.026
H 0.336 1.357 -1.734 -0.178 -0.147 -0.066
H -0.208 -0.313 -1.962 -0.084 0.119 0.158
H -1.797 -1.946 -0.880 0.203 0.014 0.606
H -2.404 -4.308 0.355 0.139 -0.026 -0.021
H -1.480 -4.429 -1.127 0.040 -0.175 0.123
H -0.587 -5.804 0.822 0.054 0.156 -0.084
H 0.579 -4.758 0.001 -0.027 -0.071 0.063
H -0.801 -4.084 2.643 0.087 -0.038 -0.055
H 0.874 -4.618 2.457 -0.142 -0.019 -0.017
H 1.471 -2.661 1.183 -0.322 0.171 0.242
H 0.619 -2.092 2.640 -0.074 -0.028 -0.355
F -1.176 -1.631 -7.932 -0.044 0.636 1.377
C -1.121 -0.905 -6.769 0.999 0.986 -1.672
F 0.199 -0.671 -6.500 -1.360 -0.334 -0.188
F -1.698 0.310 -7.032 0.475 -1.282 0.368
C -1.816 -1.596 -5.633 -0.052 -0.230 0.325
C -1.074 -2.224 -4.636 -0.084 -0.211 0.171
C -1.713 -2.725 -3.515 -0.003 0.105 0.468
C -3.123 -2.593 -3.340 0.179 -0.140 -0.708
C -3.765 -2.841 -2.094 -0.844 -0.537 -1.096
C -5.190 -2.907 -1.961 -0.850 -0.270 0.070
C -5.845 -2.297 -0.855 0.260 -0.300 -0.076
C -7.233 -2.301 -0.772 -0.014 -0.063 -0.051
C -8.001 -2.994 -1.721 0.417 0.140 -0.138
C -7.372 -3.654 -2.788 0.160 -0.043 0.125
C -5.987 -3.618 -2.908 0.013 0.532 -0.018
C -3.854 -2.114 -4.482 -0.068 0.232 0.269
C -3.207 -1.600 -5.593 -0.316 -0.242 0.181
H 0.000 -2.317 -4.733 -0.059 0.098 0.043
H -1.119 -3.214 -2.742 -0.150 0.263 -0.149
H -3.203 -3.051 -1.196 0.152 0.433 -0.081
H -5.232 -1.802 -0.098 -0.279 -0.043 -0.201
H -7.732 -1.766 0.039 0.210 -0.238 -0.220
H -9.091 -3.013 -1.637 0.389 0.017 -0.009
H -7.962 -4.193 -3.534 0.200 0.137 0.348
H -5.489 -4.141 -3.725 -0.197 0.057 0.236
H -4.942 -2.096 -4.465 0.323 0.239 0.121
H -3.779 -1.193 -6.423 0.099 -0.022 0.200
```
Forces are in eV/Å.

The HOMO-LUMO gap comes out at 4.73 eV. The calculation puts the total energy at -42377.361 eV. The energy relative to the best compared isomer or geometry (same formula, charge and spin) is 105.5 kJ/mol. As for the net charge: +1.

Here are the natural (NBO) charges for atoms 1 to 6, given in e: atom 1 (C): -1.135, atom 2 (Si): 1.883, atom 3 (C): -1.153, atom 4 (C): -1.160, atom 5 (O): -0.841, atom 6 (C): 0.423


# 2
# C23H28FN3O3S

An isolated molecule of C23H28FN3O3S (ωB97M-V with the def2-TZVPD basis set, OMol25).

```
59
Properties=species:S:1:pos:R:3:forces:R:3
C 1.729 0.883 3.877 -0.336 -0.238 -0.381
S 0.855 -0.152 2.666 -0.148 0.114 0.335
C -0.802 0.606 2.835 0.383 -0.146 0.119
C -1.806 -0.021 1.884 0.142 -0.029 -0.028
C -1.323 0.049 0.429 0.048 -0.011 0.265
N -2.441 0.167 -0.481 -0.011 -0.439 0.057
C -2.543 1.148 -1.390 -0.310 -0.191 -0.057
O -1.680 1.981 -1.589 0.048 0.335 -0.178
C -3.858 1.132 -2.173 0.165 0.271 -0.211
O -4.907 0.473 -1.508 -0.130 -0.172 0.127
C -5.389 1.019 -0.346 -0.233 0.023 0.199
C -6.446 0.330 0.248 0.165 -0.011 -0.205
C -6.994 0.785 1.430 0.024 -0.008 -0.018
C -6.497 1.928 2.037 -0.005 0.100 0.122
C -5.450 2.611 1.447 -0.083 -0.004 0.090
C -4.890 2.165 0.260 0.123 -0.053 -0.308
C -0.551 -1.241 0.082 -0.234 0.387 -0.169
O -0.897 -2.301 0.572 -0.128 -0.216 0.264
N 0.439 -1.156 -0.825 0.216 -0.225 -0.267
C 0.984 0.027 -1.449 0.201 0.552 0.152
C 2.326 0.384 -0.797 -0.175 0.096 -0.263
N 3.219 -0.745 -0.953 -0.113 -0.091 -0.271
C 4.589 -0.536 -0.951 0.321 0.007 -0.024
C 5.177 0.657 -0.516 -0.119 -0.148 0.032
C 6.542 0.864 -0.589 0.179 0.049 -0.012
C 7.381 -0.115 -1.090 -0.018 0.061 0.026
C 6.833 -1.308 -1.532 -0.152 -0.054 0.019
C 5.470 -1.497 -1.468 0.116 -0.072 0.025
F 4.981 -2.669 -1.955 -0.037 0.236 0.054
C 2.676 -1.948 -0.348 -0.176 -0.309 0.006
C 1.331 -2.287 -0.991 0.155 -0.375 0.274
H 1.287 0.744 4.860 0.047 0.040 0.101
H 2.763 0.554 3.886 0.107 0.019 0.049
H 1.673 1.925 3.576 0.071 0.102 0.063
H -0.686 1.672 2.627 -0.085 0.031 0.047
H -1.117 0.471 3.871 -0.056 0.095 -0.023
H -2.756 0.514 1.980 0.044 -0.003 -0.053
H -1.965 -1.070 2.144 -0.092 0.097 -0.004
H -0.711 0.941 0.290 -0.064 -0.127 -0.006
H -3.170 -0.529 -0.412 -0.060 0.122 -0.054
H -4.123 2.164 -2.435 0.099 -0.120 0.097
H -3.702 0.572 -3.100 0.014 0.119 0.112
H -6.819 -0.557 -0.238 -0.050 -0.110 -0.057
H -7.812 0.244 1.881 -0.072 -0.056 0.029
H -6.924 2.282 2.962 -0.036 0.033 0.078
H -5.055 3.503 1.911 0.033 0.070 0.029
H -4.070 2.715 -0.174 0.076 0.074 -0.057
H 0.296 0.869 -1.413 0.001 -0.085 0.022
H 1.163 -0.214 -2.503 -0.019 0.075 0.058
H 2.745 1.250 -1.310 -0.008 -0.006 0.028
H 2.159 0.625 0.264 0.018 0.085 -0.112
H 4.555 1.431 -0.097 -0.109 0.054 0.029
H 6.953 1.799 -0.239 0.028 0.080 0.028
H 8.446 0.044 -1.143 0.103 0.012 -0.007
H 7.448 -2.093 -1.943 0.026 -0.102 -0.052
H 3.361 -2.782 -0.477 -0.011 0.065 0.018
H 2.513 -1.786 0.730 0.033 -0.074 -0.061
H 0.884 -3.152 -0.501 0.063 0.077 -0.108
H 1.462 -2.490 -2.057 0.023 -0.008 0.034
```
Forces are in eV/Å.

The HOMO-LUMO gap comes out at 8.45 eV. The calculation puts the total energy at -48471.723 eV. The energy relative to the best compared isomer or geometry (same formula, charge and spin) is 91.6 kJ/mol. As for the net charge: 0. As for the SMILES: CSCC[C@H](NC(=O)COc1ccccc1)C(=O)N1CCN(c2ccccc2F)CC1.

Here are the natural (NBO) charges for atoms 1 to 6, given in e: atom 1 (C): -0.730, atom 2 (S): 0.161, atom 3 (C): -0.503, atom 4 (C): -0.418, atom 5 (C): -0.159, atom 6 (N): -0.601


# 3
# C23H28N2O2

An isolated molecule of C23H28N2O2 (ωB97M-V with the def2-TZVPD basis set, OMol25).

```
55
Properties=species:S:1:pos:R:3:forces:R:3
C -0.781 -5.962 4.603 -0.197 -0.054 0.058
C -2.195 -5.981 4.019 0.226 0.025 0.024
C -2.190 -5.454 2.613 -0.130 -0.126 0.015
C -2.340 -4.095 2.365 0.007 0.004 -0.052
C -2.297 -3.603 1.075 0.006 -0.026 -0.018
C -2.098 -4.460 -0.001 -0.022 -0.095 -0.090
C -2.014 -3.897 -1.395 -0.110 0.023 0.015
N -0.842 -3.053 -1.539 0.014 -0.413 -0.090
C -0.917 -1.706 -1.582 0.661 0.053 -0.247
O -1.963 -1.096 -1.651 -0.378 0.214 0.093
C 0.450 -1.027 -1.526 -0.252 0.168 0.087
C 1.030 -1.073 -0.105 0.104 0.024 0.022
C 1.711 0.279 0.077 0.048 -0.417 0.009
O 2.477 0.582 0.965 0.181 0.086 0.365
N 1.308 1.080 -0.928 0.011 0.044 -0.338
C 1.684 2.464 -1.035 -0.023 0.145 0.221
C 0.564 3.415 -0.582 0.265 -0.092 -0.108
C 1.038 4.837 -0.660 -0.162 -0.032 -0.036
C 0.777 5.617 -1.776 0.001 -0.071 0.066
C 1.248 6.916 -1.857 0.063 0.064 0.022
C 1.996 7.467 -0.826 -0.008 -0.007 -0.040
C 2.505 8.875 -0.898 -0.012 0.000 0.047
C 2.259 6.681 0.290 -0.004 0.004 -0.048
C 1.789 5.385 0.373 -0.015 0.010 -0.025
C 0.363 0.473 -1.833 -0.378 0.007 -0.163
C -1.941 -5.816 0.243 -0.029 0.125 -0.094
C -1.990 -6.307 1.536 -0.009 0.022 0.122
H -0.116 -6.580 4.003 0.096 -0.036 -0.035
H -0.389 -4.947 4.612 0.081 0.078 0.009
H -0.784 -6.342 5.621 0.078 -0.027 0.111
H -2.849 -5.368 4.642 -0.064 -0.066 -0.012
H -2.575 -7.005 4.030 -0.080 0.040 0.025
H -2.498 -3.417 3.192 -0.034 0.074 0.104
H -2.426 -2.546 0.891 -0.026 0.153 -0.020
H -1.972 -4.701 -2.136 -0.087 0.074 0.069
H -2.876 -3.257 -1.605 0.103 -0.149 -0.057
H 0.052 -3.492 -1.385 0.004 0.147 -0.005
H 1.128 -1.523 -2.226 -0.035 0.042 0.050
H 0.240 -1.153 0.646 0.016 -0.017 0.032
H 1.736 -1.886 0.059 0.002 0.055 0.064
H 2.560 2.605 -0.397 -0.049 0.016 -0.128
H 1.959 2.683 -2.073 0.029 0.005 0.072
H 0.291 3.163 0.444 -0.055 -0.041 -0.018
H -0.311 3.275 -1.220 -0.058 -0.005 0.060
H 0.195 5.209 -2.590 -0.078 -0.058 -0.076
H 1.031 7.509 -2.735 -0.010 0.073 -0.075
H 2.298 9.316 -1.870 0.016 0.074 -0.041
H 2.029 9.487 -0.132 0.008 0.103 0.008
H 3.579 8.901 -0.723 0.063 0.074 -0.014
H 2.840 7.094 1.103 0.065 0.040 0.094
H 2.004 4.789 1.248 0.022 -0.081 0.117
H -0.660 0.824 -1.643 0.150 -0.045 -0.122
H 0.624 0.705 -2.869 -0.031 -0.024 0.032
H -1.786 -6.496 -0.583 0.011 -0.061 -0.100
H -1.873 -7.367 1.710 0.005 -0.122 0.037
```
Forces are in eV/Å.

The HOMO-LUMO gap comes out at 9.34 eV. The calculation puts the total energy at -31382.552 eV. The energy relative to the best compared isomer or geometry (same formula, charge and spin) is 20.7 kJ/mol. As for the net charge: 0. As for the SMILES: CCc1ccc(CNC(=O)[C@@H]2CC(=O)N(CCc3ccc(C)cc3)C2)cc1.

Here are the natural (NBO) charges for atoms 1 to 6, given in e: atom 1 (C): -0.592, atom 2 (C): -0.415, atom 3 (C): -0.016, atom 4 (C): -0.217, atom 5 (C): -0.154, atom 6 (C): -0.060